1.
45
Properties=species:S:1:pos:R:3:mulliken_spin:R:1 method="wB97M-V/def2-TZVPD" e_above_lowest_kcal_mol=18.1 spin_multiplicity=2 total_charge=+1 e_homo_ev="-12.9 / -12.9" gap_ev="9.79 / 6.18" e_tot_ha=-977.5693
C 1.5891 2.9665 -2.1353 0.00
O 1.3285 4.2841 -1.5742 0.00
C 1.1664 2.0047 -1.0483 0.03
C 1.6930 0.5898 -1.3199 -0.02
C 2.0444 -0.3782 -0.2974 0.25
C 1.5138 -0.4838 0.9457 0.22
N 2.0034 -1.4345 1.8345 0.42
C 1.4931 -1.2243 3.1652 -0.02
H 1.0105 2.7228 -3.0146 0.00
H 2.6725 3.0167 -2.1979 0.00
H 0.3601 4.2043 -1.5222 0.00
H 1.6478 2.2442 -0.0325 -0.01
H 0.0735 2.0222 -0.9648 0.00
H 1.1631 0.1021 -2.1586 0.06
H 2.7180 0.8345 -1.7868 0.04
H 2.8111 -1.1319 -0.4696 -0.01
H 0.7293 0.1264 1.3763 0.01
H 2.8081 -2.0255 1.6788 -0.02
H 1.5553 -0.1704 3.3795 0.01
H 2.3319 -1.5197 3.8995 0.00
H 0.4721 -1.5728 3.3553 0.02
H 0.4526 3.4641 2.4988 0.00
H -0.1480 2.2660 1.6986 0.00
O 0.5491 2.5230 2.3071 0.00
H -1.9620 -1.2652 2.0832 0.00
H -3.3047 -1.1752 2.8360 0.00
O -2.6789 -0.6576 2.3071 0.00
H -1.7879 3.7154 -2.2458 0.00
H -1.9045 3.4654 -0.7271 0.00
O -1.8993 4.1714 -1.3994 0.00
H -2.6777 1.2136 0.2750 0.00
H -2.5024 0.6155 -1.1167 0.00
O -2.0667 1.2010 -0.4738 0.00
H 2.1723 -4.0825 -1.5524 0.00
H 2.4137 -3.3710 -0.3084 0.00
O 1.8287 -4.0609 -0.6426 0.00
H -1.7172 -0.7967 -2.7749 0.00
H -3.2699 -1.0084 -3.1444 0.00
O -2.6040 -0.9635 -2.4518 0.00
H -3.5432 -2.5197 -1.0344 0.00
H -2.8699 -3.7468 -0.3802 0.00
O -3.2208 -3.4086 -1.2047 0.00
H -1.4567 -4.0049 1.4030 0.00
H -0.1469 -3.3695 1.1286 0.00
O -0.8407 -3.3823 1.8067 0.00



2.
26
Properties=species:S:1:pos:R:3:mulliken_spin:R:1 method="wB97M-V/def2-TZVPD" e_above_lowest_kcal_mol=10.5 spin_multiplicity=5 total_charge=-2 e_homo_ev="-2.6 / -2.7" gap_ev="6.61 / 6.80" e_tot_ha=-5009.7702
Cr -0.1060 -0.3904 0.2901 4.00
O -0.5384 2.3059 2.0761 0.00
P -1.5414 1.8280 0.8728 0.02
O -2.6710 2.7667 0.7799 0.00
O -0.6243 1.5171 -0.2966 0.01
O -1.9744 0.3267 1.3200 0.01
P -1.6934 -0.8659 2.6049 0.02
O -1.2050 0.1427 3.8201 0.00
O -2.8267 -3.5588 -0.2133 0.00
O -0.3615 -1.3857 2.0179 0.02
H -1.0815 2.7067 2.7634 0.00
H -0.3392 0.5079 3.5771 0.01
F -0.5266 -3.2895 -0.8023 0.01
B -1.8672 -2.8852 -0.6842 0.00
F -1.8733 -1.5437 -1.1487 0.01
Cl 2.8065 -0.3589 2.2321 0.01
C 3.0644 -0.8114 0.5650 -0.11
C 1.9835 -0.7804 -0.3036 0.02
C 2.2742 -1.0853 -1.6289 0.00
Cl 0.9817 -0.9940 -2.7860 0.01
C 3.5452 -1.4351 -2.0750 -0.01
Cl 3.8528 -1.8005 -3.7371 0.00
C 4.5926 -1.4823 -1.1572 0.02
Cl 6.1868 -1.9180 -1.6765 0.00
C 4.3547 -1.1635 0.1771 -0.03
Cl 5.6643 -1.2063 1.3091 0.00



3.
10
Properties=species:S:1:pos:R:3:lowdin_charge:R:1 method="wB97M-V/def2-TZVPD" e_above_lowest_kcal_mol=49.7 spin_multiplicity=1 e_homo_ev="-9.4 / -9.1" gap_ev="8.03 / 5.94" e_tot_ha=-2903.3779
C 1.1554 -0.6709 1.0683 -0.19
C 1.8564 -1.5595 1.5400 0.07
C 0.9034 0.6802 0.7462 -0.10
C -0.0460 1.0298 -0.1440 -0.01
C -1.4226 -0.9986 -0.3638 -0.50
C -0.9994 0.1670 -0.7879 -0.37
F -1.4689 0.6186 -2.0165 0.01
Br -1.6768 -2.7430 -0.5395 0.86
H 1.5829 1.3578 1.0439 0.07
H 0.1156 2.1186 -0.5469 0.16



4.
57
Properties=species:S:1:pos:R:3:lowdin_charge:R:1 method="wB97M-V/def2-TZVPD" e_above_lowest_kcal_mol=129.2 smiles="NC(N)=O.NC(N)=O.NC(N)=O.NC(N)=O.NC(N)=O.NC(N)=O.O.O.O" spin_multiplicity=1 e_homo_ev=-8.1 gap_ev=7.44 e_tot_ha=-1580.9161
N 1.8110 -0.9217 2.7486 0.22
C 1.3859 0.1705 2.3154 -0.87
N 1.3889 1.0535 3.1910 0.23
O 1.0687 0.2978 1.1774 0.01
H 1.8342 -1.6604 2.0603 0.14
H 1.8057 -1.0978 3.7431 0.14
H 1.0708 1.9719 2.9163 0.14
H 1.6997 0.9171 4.1423 0.14
N -2.8380 -1.5300 1.3701 0.18
C -3.1153 -2.5719 0.6749 -0.80
N -2.6964 -3.6136 1.2727 0.16
O -3.4872 -2.6302 -0.4745 0.06
H -2.7016 -1.7177 2.3531 0.11
H -2.9736 -0.5642 1.1075 0.06
H -2.3427 -3.6508 2.2180 0.11
H -2.5643 -4.4635 0.7432 0.13
N -3.2260 -0.0833 -1.9205 0.16
C -4.0561 0.4053 -2.8076 -0.79
N -3.6500 1.5079 -3.2573 0.17
O -5.1628 -0.1066 -3.0582 -0.01
H -2.5783 0.5568 -1.4838 0.06
H -3.5587 -0.9460 -1.5141 0.08
H -4.2955 1.9877 -3.8682 0.13
H -2.7287 1.8070 -2.9711 0.11
N 1.5298 2.4468 -0.5038 0.19
C 2.7589 2.7625 -0.2926 -0.80
N 3.3490 2.0886 0.6495 0.18
O 3.3368 3.6784 -0.8739 0.01
H 1.2842 1.6506 0.0670 0.05
H 1.0413 2.8711 -1.2794 0.14
H 2.7830 1.4659 1.2081 0.06
H 4.3504 2.2154 0.6858 0.13
N 3.5154 -1.2010 -0.2521 0.18
C 4.3906 -0.6204 -1.0261 -0.84
N 5.5824 -1.0353 -0.8956 0.18
O 4.0780 0.2091 -1.8483 0.06
H 3.9757 -1.7675 0.4459 0.10
H 2.7584 -0.5890 0.0173 0.07
H 5.8941 -1.7078 -0.2096 0.12
H 6.0038 -0.5169 -1.6532 0.14
N -2.5162 1.4593 2.4896 0.15
C -1.9418 1.6133 1.3166 -0.71
N -1.3415 2.7529 1.4247 0.18
O -2.1270 0.9095 0.3347 0.02
H -3.1522 0.6750 2.4655 0.10
H -2.9064 2.2312 3.0112 0.12
H -0.8580 3.0719 0.5973 0.12
H -1.5514 3.2943 2.2511 0.12
O -0.0777 -0.8796 -0.9798 -0.04
H 0.5357 -0.7046 -0.2660 0.00
H -0.9429 -0.7825 -0.5819 0.02
O 0.6167 -3.7090 -2.1111 -0.06
H 0.2142 -3.6584 -2.9780 0.03
H 0.4886 -2.8378 -1.7357 -0.02
O -0.6651 0.0901 -3.4785 -0.06
H 0.0267 -0.2556 -4.0425 0.03
H -0.5230 -0.3381 -2.6344 -0.04



5.
48
Properties=species:S:1:pos:R:3:lowdin_charge:R:1 method="wB97M-V/def2-TZVPD" e_above_lowest_kcal_mol=46.7 spin_multiplicity=1 total_charge=-1 e_homo_ev=-5.6 gap_ev=8.59 e_tot_ha=-1129.0122
C -1.4651 0.9749 2.7098 -0.19
O -2.0157 -0.1967 2.0395 -0.13
C -0.2963 1.6167 1.9208 -0.17
C 1.0961 1.7718 2.6712 -0.19
C 2.0164 0.6746 2.2765 -0.11
C 2.9760 0.7821 1.3345 -0.18
N 3.7928 -0.3627 1.1514 -0.03
C 3.2600 -1.3376 0.5124 -0.03
H -0.9823 0.4560 3.5458 0.12
H -2.2493 1.7234 2.7824 0.11
H -0.5963 2.5145 1.3817 0.08
H -0.0397 0.9539 1.0956 0.08
H 1.4260 2.7832 2.3988 0.10
H 0.8609 1.8679 3.7321 0.10
H 1.9199 -0.2872 2.7591 0.11
H 3.3036 1.7100 0.8777 0.10
H 2.5053 -1.0717 -0.2415 0.05
H 3.7202 -2.3077 0.6367 0.06
H -0.7585 4.1452 -0.7272 0.02
H -1.8568 3.2280 -0.5545 0.01
O -1.5532 4.0727 -0.1793 -0.09
H -1.6375 -0.3933 -2.9918 0.03
H -2.2631 -0.7725 -1.4117 0.00
O -1.7350 -1.2451 -2.5366 -0.27
H 0.8885 -0.8885 -2.2927 0.01
H 2.1382 0.1940 -1.9509 0.04
O 1.3064 -0.1570 -1.6199 -0.16
H 0.5124 -2.6509 -2.5844 0.01
H -0.5521 -1.7159 -3.1362 0.05
O 0.5496 -1.9326 -3.2384 -0.15
H 1.5454 1.9354 -0.9911 0.00
H 1.5387 3.2310 -0.1294 0.02
O 1.7894 2.8858 -0.9969 -0.07
H -0.5381 -4.1930 -0.9531 0.00
H 0.9821 -3.9476 -0.5870 0.02
O 0.3939 -4.4155 -1.1792 -0.07
H -0.7219 -0.9317 1.0315 -0.01
H -0.3904 -1.9451 -0.0632 -0.01
O -0.1233 -1.6668 0.8117 -0.06
H -1.6139 1.1171 -1.0310 0.00
H -0.2399 1.2319 -1.7839 0.01
O -0.9815 1.7576 -1.4384 -0.10
H -2.1356 -2.6896 -1.4349 0.01
H -2.6238 -3.1406 -0.0735 0.07
O -2.1830 -3.4803 -0.8678 -0.06
H -2.6380 -0.0063 1.3111 0.05
H -3.5117 0.1897 -1.3052 0.04
O -2.8195 -0.0820 -0.6805 -0.21



6.
43
Properties=species:S:1:pos:R:3:lowdin_charge:R:1 method="wB97M-V/def2-TZVPD" e_above_lowest_kcal_mol=33.6 spin_multiplicity=1 total_charge=-2 e_homo_ev=-2.3 gap_ev=7.30 e_tot_ha=-615.3554
Sn 1.2749 -0.9911 0.4656 1.48
B 0.2537 -3.1602 2.4846 -0.54
H 0.8222 -2.5750 3.3049 -0.07
H -0.3305 -4.0527 2.9346 -0.06
H -0.5860 -2.4155 2.1756 -0.07
H 0.9063 -3.5299 1.5969 -0.09
B 2.1458 -1.2275 -2.5382 -0.52
H 2.0741 -2.1240 -1.8014 -0.09
H 1.4619 -1.4558 -3.4408 -0.06
H 1.7009 -0.2605 -2.0561 -0.12
H 3.2375 -1.0296 -2.8696 -0.08
B 1.2174 0.3869 3.2753 -0.55
H 1.0462 0.3489 4.4166 -0.06
H 2.1701 -0.1759 2.9178 -0.09
H 0.2412 -0.0030 2.7762 -0.09
H 1.3490 1.4964 2.9519 -0.08
B -0.8991 -2.8726 -0.9133 -0.52
H -1.6535 -2.5998 -0.0802 -0.06
H -0.1300 -3.5598 -0.3906 -0.07
H -1.3737 -3.5450 -1.7287 -0.06
H -0.4583 -1.9269 -1.4347 -0.09
C -2.4318 0.3913 0.6305 -0.08
C -1.6072 1.6557 0.5498 -0.26
N -0.3808 1.5636 -0.2521 -0.18
C 0.5553 2.6032 0.1356 -0.31
C 1.9542 2.4457 -0.3985 -0.10
C -0.7316 1.7714 -1.6772 -0.26
C -1.5648 0.7116 -2.3970 -0.07
H -1.8904 -0.5054 0.9516 0.05
H -3.0194 0.1152 -0.2373 0.06
H -3.0359 0.5069 1.5390 0.08
H -2.2813 2.4127 0.1149 0.11
H -1.3778 2.0336 1.5458 0.11
H 0.1591 3.5987 -0.1452 0.11
H 0.5715 2.6998 1.2242 0.09
H 2.5977 3.3183 -0.2813 0.07
H 2.4174 1.5598 0.0387 0.03
H 1.9647 2.2848 -1.4794 0.06
H 0.0924 1.9973 -2.3574 0.10
H -1.2239 2.7567 -1.7645 0.10
H -1.4149 0.8732 -3.4653 0.07
H -2.6291 0.7630 -2.1732 0.06
H -1.1935 -0.2842 -2.1479 0.05